{
  "formula": "C18H30N3O4S2Si2Ta",
  "method": "ωB97M-V/def2-TZVPD",
  "elements": ["Ta", "O", "S", "O", "O", "O", "C", "Si", "C", "C", "C", "C", "C", "C", "C", "C", "N", "Si", "C", "C", "C", "H", "H", "H", "H", "H", "H", "H", "H", "H", "H", "H", "H", "H", "H", "H", "H", "H", "H", "H", "H", "H", "H", "C", "C", "C", "C", "N", "C", "S", "N", "C", "H", "H", "H", "H", "H", "H", "H", "H"],
  "xyz": [[0.052, -0.733, -0.470], [3.662, -1.593, -0.085], [2.356, -2.107, -0.168], [2.026, -3.486, -0.094], [1.381, -1.337, 0.845], [1.595, -1.470, -1.418], [0.451, 1.561, 2.371], [1.297, 2.199, 0.823], [3.115, 1.795, 0.850], [1.012, 4.047, 0.746], [0.416, 1.327, -0.678], [-1.054, 1.619, -0.746], [-1.737, 2.817, -0.908], [-3.119, 2.779, -0.986], [-3.806, 1.565, -0.913], [-3.084, 0.411, -0.757], [-1.742, 0.453, -0.667], [1.186, 1.617, -2.441], [1.001, 3.399, -2.971], [0.077, 0.479, -3.472], [2.987, 1.157, -2.518], [0.760, 2.179, 3.218], [0.755, 0.538, 2.602], [-0.639, 1.638, 2.314], [3.492, 2.007, 1.853], [3.670, 2.432, 0.160], [3.351, 0.757, 0.620], [1.550, 4.479, 1.594], [-0.033, 4.336, 0.860], [1.408, 4.514, -0.155], [-1.197, 3.749, -0.979], [-3.673, 3.700, -1.115], [-4.883, 1.530, -0.986], [-3.544, -0.568, -0.707], [-0.028, 3.747, -3.055], [1.450, 3.490, -3.964], [1.550, 4.072, -2.314], [-0.955, 0.834, -3.513], [0.059, -0.574, -3.139], [0.444, 0.419, -4.500], [3.601, 1.988, -2.167], [3.244, 0.999, -3.570], [3.276, 0.264, -1.972], [-1.257, -6.230, 2.029], [-1.269, -4.775, 1.746], [-1.303, -3.778, 2.694], [-1.251, -2.438, 2.306], [-1.185, -2.107, 0.999], [-1.226, -3.086, 0.082], [-1.231, -2.638, -1.563], [-1.238, -4.382, 0.446], [-1.333, -1.363, 3.324], [-1.333, -6.419, 3.095], [-0.328, -6.672, 1.659], [-2.089, -6.723, 1.521], [-1.353, -4.032, 3.742], [-1.185, -5.077, -0.292], [-0.717, -1.600, 4.190], [-2.370, -1.315, 3.670], [-1.062, -0.393, 2.925]],
  "homo_lumo_gap_ev": 7.4636,
  "charge": 2
}


{
  "formula": "C3H8NO2Si",
  "method": "ωB97M-V/def2-TZVPD",
  "elements": ["C", "C", "C", "N", "O", "O", "Si", "H", "H", "H", "H", "H", "H", "H", "H"],
  "xyz": [[0.357, -0.329, 0.128], [0.959, -0.417, 1.498], [-0.591, 0.569, 0.570], [-0.144, 0.540, 1.983], [0.719, -0.847, -0.972], [-1.311, 0.190, -1.846], [0.063, -0.331, -2.432], [1.021, -1.418, 1.869], [1.991, -0.069, 1.655], [-1.562, 0.944, 0.242], [-0.596, 0.304, 2.849], [0.378, 1.368, 2.241], [-2.173, 0.020, -2.040], [0.101, -1.571, -3.126], [0.788, 1.045, -2.619]],
  "homo_lumo_gap_ev": 10.4906,
  "charge": 1,
  "smiles": "O[SiH2]OC1=C[NH2+]C1"
}


{
  "formula": "C30H41F3GeNSSbTb",
  "method": "ωB97M-V/def2-TZVPD",
  "elements": ["Tb", "F", "C", "F", "F", "C", "C", "C", "C", "N", "C", "S", "H", "H", "H", "C", "C", "C", "C", "Sb", "C", "C", "C", "C", "C", "C", "C", "C", "H", "H", "H", "H", "H", "H", "H", "H", "H", "H", "H", "H", "H", "H", "H", "H", "H", "H", "H", "H", "H", "H", "H", "H", "H", "H", "H", "Ge", "C", "C", "C", "C", "C", "C", "C", "C", "C", "C", "C", "C", "H", "H", "H", "H", "H", "H", "H", "H", "H", "H", "H"],
  "xyz": [[11.338, -7.483, 11.493], [15.878, -10.636, 11.169], [16.326, -9.635, 10.403], [15.921, -9.910, 9.145], [17.642, -9.624, 10.423], [15.743, -8.306, 10.900], [16.564, -7.297, 11.410], [15.989, -6.138, 11.919], [14.627, -5.985, 11.928], [13.817, -6.925, 11.370], [14.358, -8.034, 10.853], [13.216, -9.154, 10.134], [17.654, -7.381, 11.450], [16.616, -5.419, 12.375], [14.169, -5.121, 12.373], [8.538, -7.250, 15.430], [8.764, -8.743, 15.405], [8.696, -9.304, 16.805], [7.708, -9.393, 14.531], [10.748, -9.135, 14.515], [11.108, -11.353, 14.052], [10.567, -12.137, 15.208], [12.590, -11.606, 13.871], [10.397, -11.615, 12.715], [12.274, -7.914, 15.639], [11.955, -7.979, 17.118], [12.193, -6.492, 15.173], [13.665, -8.445, 15.388], [7.477, -7.168, 15.718], [8.671, -6.734, 14.483], [9.137, -6.727, 16.209], [7.792, -8.885, 17.249], [9.502, -9.011, 17.486], [8.569, -10.390, 16.830], [6.782, -9.285, 15.113], [7.862, -10.466, 14.369], [7.584, -8.891, 13.564], [11.078, -11.912, 16.161], [10.759, -13.175, 14.943], [9.485, -12.079, 15.377], [13.161, -11.402, 14.811], [13.027, -11.002, 13.073], [12.665, -12.644, 13.603], [9.332, -11.361, 12.710], [10.534, -12.684, 12.551], [10.876, -11.107, 11.893], [10.995, -7.601, 17.375], [12.700, -7.406, 17.681], [12.059, -8.991, 17.512], [11.206, -6.059, 15.303], [12.563, -6.358, 14.157], [12.908, -5.919, 15.797], [13.832, -9.409, 15.841], [14.323, -7.703, 15.813], [13.825, -8.533, 14.323], [12.227, -7.891, 8.337], [11.546, -9.062, 7.067], [10.933, -10.316, 7.275], [10.452, -11.035, 6.189], [10.613, -10.552, 4.896], [11.114, -9.271, 4.719], [11.597, -8.545, 5.777], [13.336, -6.423, 8.157], [12.951, -5.153, 8.577], [13.750, -4.012, 8.254], [14.871, -4.174, 7.467], [15.290, -5.474, 7.110], [14.546, -6.579, 7.424], [10.518, -7.440, 9.393], [10.855, -10.754, 8.247], [10.090, -12.046, 6.309], [10.310, -11.187, 4.068], [11.212, -8.814, 3.730], [12.106, -7.585, 5.608], [12.050, -4.941, 9.126], [13.486, -3.037, 8.641], [15.471, -3.338, 7.133], [16.253, -5.613, 6.600], [14.889, -7.565, 7.149]],
  "homo_lumo_gap_ev": [6.1477, 6.1024],
  "spin_multiplicity": 7,
  "s2": 12.695,
  "charge": 3
}


{
  "formula": "C6H10N2",
  "method": "ωB97M-V/def2-TZVPD",
  "elements": ["C", "C", "C", "C", "C", "C", "H", "H", "H", "H", "H", "H", "H", "H", "H", "H", "N", "N"],
  "xyz": [[-1.618, 0.849, 0.014], [-0.207, 0.259, 0.094], [0.480, -0.785, 1.047], [1.374, -0.994, -0.220], [2.135, 0.426, -0.194], [1.072, 1.263, -0.136], [-2.801, -0.452, 0.750], [-1.544, -1.261, -0.563], [-1.534, 1.548, -0.980], [-2.062, 1.505, 0.807], [-0.381, -1.460, 1.125], [0.899, -0.343, 1.976], [1.818, -1.977, -0.201], [0.482, -0.358, -1.751], [3.152, 0.642, -0.419], [1.202, 2.356, -0.049], [-2.500, -0.372, -0.295], [0.032, -0.846, -1.004]],
  "homo_lumo_gap_ev": 9.9029
}


{
  "formula": "C3H4N4O2",
  "method": "ωB97M-V/def2-TZVPD",
  "elements": ["C", "C", "C", "H", "H", "H", "H", "N", "N", "N", "N", "O", "O"],
  "xyz": [[0.040, 0.316, -1.225], [-0.174, 1.055, 0.680], [0.244, -1.031, -0.276], [0.319, -0.764, -3.134], [-0.030, 0.889, -3.073], [-1.238, 2.562, 0.972], [-0.713, -0.272, 2.533], [0.439, 0.202, -2.512], [-0.556, 1.300, -0.713], [-0.821, 1.809, 1.534], [0.603, -0.203, 0.953], [0.099, -1.043, 2.155], [0.319, -2.232, -0.557]],
  "homo_lumo_gap_ev": 9.4066,
  "smiles": "[H]/N=C1\\N=C(N)C(=O)N1O"
}


{
  "formula": "C4H5N",
  "method": "ωB97M-V/def2-TZVPD",
  "elements": ["C", "C", "C", "C", "N", "H", "H", "H", "H", "H"],
  "xyz": [[-1.631, -0.175, -0.073], [0.298, -0.339, 0.115], [1.800, -0.565, 0.016], [-0.576, 0.936, 0.076], [-0.874, -1.201, 0.067], [-2.625, -0.249, -0.273], [2.132, -1.510, -0.340], [2.296, 0.295, 0.210], [-0.315, 1.435, -0.858], [-0.505, 1.373, 1.060]],
  "homo_lumo_gap_ev": 9.2182
}


{
  "formula": "C23H50CsN5O3Se3Si3",
  "method": "ωB97M-V/def2-TZVPD",
  "elements": ["Cs", "N", "C", "C", "C", "N", "H", "H", "H", "H", "H", "H", "H", "H", "H", "H", "C", "O", "Si", "C", "C", "C", "Si", "C", "C", "C", "Si", "C", "C", "C", "H", "H", "H", "H", "H", "H", "H", "H", "H", "H", "H", "H", "H", "H", "H", "H", "H", "H", "H", "H", "H", "H", "H", "H", "H", "H", "H", "O", "C", "C", "C", "O", "C", "Se", "C", "Se", "H", "H", "H", "H", "H", "H", "H", "H", "H", "H", "Se", "N", "C", "C", "C", "C", "N", "C", "N", "H", "H", "H"],
  "xyz": [[-0.822, -0.366, -0.599], [-3.284, 4.578, -1.783], [-1.984, 4.378, -1.095], [-0.867, 4.847, -2.018], [0.529, 4.326, -1.708], [0.809, 2.897, -1.604], [-3.964, 4.453, -1.065], [-3.342, 3.817, -2.474], [-1.812, 3.343, -0.745], [-2.107, 4.958, -0.149], [-0.786, 5.942, -1.989], [-1.062, 4.593, -3.073], [0.892, 4.927, -0.817], [1.108, 4.705, -2.562], [1.745, 2.779, -1.937], [0.186, 2.358, -2.166], [-0.225, 2.821, 2.025], [0.056, 1.457, 2.165], [-0.449, 0.466, 3.466], [-2.250, 0.739, 3.717], [0.342, 1.366, 4.995], [0.153, -1.263, 3.302], [1.937, -1.521, 3.154], [2.360, -2.697, 1.750], [2.805, 0.052, 2.560], [2.802, -1.957, 4.731], [-1.075, -2.523, 3.570], [-2.663, -2.452, 2.571], [-0.398, -4.218, 3.168], [-1.751, -2.569, 5.367], [0.710, 3.407, 1.622], [-0.530, 3.297, 2.936], [-0.979, 3.057, 1.280], [-2.285, 1.784, 3.960], [-2.705, 0.193, 4.593], [-2.851, 0.405, 2.896], [0.090, 0.766, 5.889], [0.068, 2.415, 5.090], [1.408, 1.314, 4.983], [2.130, -3.754, 1.899], [3.490, -2.602, 1.601], [1.869, -2.390, 0.852], [2.223, 0.499, 1.792], [3.809, -0.099, 2.138], [2.972, 0.733, 3.402], [2.493, -2.953, 5.259], [2.837, -1.365, 5.635], [3.854, -2.162, 4.532], [-2.653, -2.498, 1.454], [-3.185, -1.540, 2.908], [-3.272, -3.358, 2.788], [-0.428, -4.345, 2.058], [-1.145, -4.879, 3.646], [0.586, -4.483, 3.559], [-2.192, -1.656, 5.712], [-0.884, -2.825, 5.987], [-2.532, -3.310, 5.457], [-0.790, 1.975, -4.684], [-1.513, 1.142, -5.593], [-1.793, -0.289, -5.133], [-2.130, -1.258, -6.301], [-2.937, -0.552, -7.269], [-0.609, -0.884, -4.406], [-0.971, -2.731, -3.812], [-3.065, -0.214, -4.187], [-3.252, 1.152, -2.689], [-1.443, 2.404, -4.108], [-0.948, 1.107, -6.477], [-2.456, 1.661, -5.707], [-2.421, -2.164, -5.968], [-1.137, -1.440, -6.803], [-3.847, -0.484, -6.949], [-0.234, -0.168, -3.649], [0.238, -0.907, -5.029], [-3.134, -1.143, -3.700], [-3.991, -0.134, -4.771], [1.497, -3.725, -2.593], [1.626, -2.030, -1.930], [2.900, -1.812, -1.619], [3.452, -0.617, -1.062], [4.798, -0.488, -0.891], [5.582, -1.628, -1.209], [5.148, -2.779, -1.702], [3.788, -2.883, -1.903], [3.241, -3.998, -2.404], [2.773, 0.198, -0.814], [5.233, 0.412, -0.434], [6.619, -1.613, -0.892]],
  "homo_lumo_gap_ev": [5.5552, 5.5558],
  "charge": -2
}


{
  "formula": "H28O14",
  "method": "ωB97M-V/def2-TZVPD",
  "elements": ["H", "H", "H", "H", "H", "H", "H", "H", "H", "H", "H", "H", "H", "H", "H", "H", "H", "H", "H", "H", "H", "H", "H", "H", "H", "H", "H", "H", "O", "O", "O", "O", "O", "O", "O", "O", "O", "O", "O", "O", "O", "O"],
  "xyz": [[-0.013, -0.813, 0.391], [-0.562, 0.220, 1.315], [3.571, 0.933, -1.107], [4.573, 1.853, -1.541], [1.692, 3.734, 0.297], [2.789, 4.091, 1.268], [0.430, 1.353, -1.340], [1.464, 1.813, -0.335], [-2.301, -1.003, 4.158], [-1.863, 0.089, 3.012], [-2.044, -0.374, -4.792], [-1.074, -0.444, -3.829], [0.696, -3.191, 3.962], [1.425, -3.712, 2.729], [-1.748, -2.422, 1.326], [-3.096, -2.552, 0.693], [2.273, -2.367, -3.128], [1.033, -3.094, -3.300], [-4.124, 1.154, 2.128], [-3.839, 2.340, 1.282], [-2.195, 0.723, -0.891], [-2.959, -0.065, 0.230], [-4.123, 0.817, -0.701], [-4.183, 0.214, -2.146], [3.949, -0.759, -1.510], [3.630, -2.039, -0.808], [3.521, 2.635, 1.605], [2.140, 2.453, 1.490], [0.304, 0.011, 0.823], [3.675, 1.707, -1.678], [2.556, 3.910, 0.353], [1.327, 1.283, -1.043], [-2.502, -0.641, 3.309], [-1.682, -1.068, -4.179], [1.370, -3.804, 3.648], [-2.370, -1.827, 0.852], [1.873, -3.154, -2.716], [-3.871, 1.384, 1.144], [-2.116, 0.132, -0.123], [-4.219, 0.027, -1.260], [3.773, -1.752, -1.678], [2.817, 2.205, 2.089]],
  "homo_lumo_gap_ev": 9.6596
}


{
  "formula": "C4H7NOS",
  "method": "ωB97M-V/def2-TZVPD",
  "elements": ["C", "C", "C", "C", "H", "H", "H", "H", "H", "H", "H", "N", "O", "S"],
  "xyz": [[0.955, 1.703, -0.491], [0.547, 0.350, 0.147], [-0.363, -0.333, -0.649], [-1.082, -1.495, -0.332], [0.510, 2.616, 0.056], [0.531, 1.946, -1.618], [2.156, 1.801, -0.451], [1.244, 0.962, 2.503], [0.912, -0.867, 1.855], [-0.662, 0.196, -1.419], [-2.839, -2.610, -0.830], [1.176, 0.002, 1.311], [-2.347, -1.646, -0.966], [-0.737, -2.624, 0.884]],
  "homo_lumo_gap_ev": 7.5052
}


{
  "formula": "C18H54O9",
  "method": "ωB97M-V/def2-TZVPD",
  "elements": ["C", "C", "O", "H", "H", "H", "H", "H", "H", "C", "C", "O", "H", "H", "H", "H", "H", "H", "C", "C", "O", "H", "H", "H", "H", "H", "H", "C", "C", "O", "H", "H", "H", "H", "H", "H", "C", "C", "O", "H", "H", "H", "H", "H", "H", "C", "C", "O", "H", "H", "H", "H", "H", "H", "C", "C", "O", "H", "H", "H", "H", "H", "H", "C", "C", "O", "H", "H", "H", "H", "H", "H", "C", "C", "O", "H", "H", "H", "H", "H", "H"],
  "xyz": [[3.664, -0.701, 3.727], [4.907, -0.357, 2.895], [4.444, 0.576, 2.018], [3.869, -1.360, 4.571], [2.929, -1.159, 3.067], [3.224, 0.196, 4.164], [5.303, -1.277, 2.465], [5.706, 0.101, 3.479], [4.133, 0.119, 1.233], [-1.352, 2.165, -4.495], [-0.183, 2.935, -3.963], [0.779, 1.974, -3.504], [-2.007, 2.854, -5.028], [-1.912, 1.646, -3.717], [-1.019, 1.460, -5.256], [-0.420, 3.531, -3.082], [0.271, 3.610, -4.689], [1.374, 1.717, -4.212], [4.484, -3.439, 0.103], [4.608, -2.101, -0.650], [3.726, -1.177, -0.030], [4.787, -3.248, 1.133], [5.264, -4.103, -0.269], [3.483, -3.869, 0.073], [4.359, -2.173, -1.709], [5.662, -1.837, -0.567], [2.863, -1.486, -0.313], [-5.896, 3.832, 0.404], [-4.801, 4.352, -0.476], [-3.519, 3.859, -0.060], [-5.708, 4.051, 1.456], [-6.040, 2.754, 0.346], [-6.795, 4.355, 0.078], [-4.804, 5.441, -0.503], [-5.003, 4.009, -1.491], [-2.839, 4.267, -0.601], [0.451, 0.871, 0.852], [0.136, 1.595, -0.469], [-0.247, 0.666, -1.462], [0.672, 1.607, 1.625], [1.335, 0.254, 0.692], [-0.398, 0.330, 1.271], [0.968, 2.223, -0.787], [-0.678, 2.302, -0.309], [0.050, 1.068, -2.282], [0.867, -3.246, 2.022], [0.067, -4.239, 1.222], [-1.087, -4.583, 1.929], [1.060, -3.513, 3.061], [0.427, -2.257, 1.897], [1.864, -3.092, 1.608], [0.658, -5.130, 1.007], [-0.256, -3.915, 0.233], [-1.651, -5.176, 1.427], [-1.709, 2.536, 4.067], [-2.371, 2.251, 2.734], [-3.531, 2.965, 2.607], [-1.549, 3.613, 4.126], [-0.747, 2.035, 4.173], [-2.311, 2.191, 4.909], [-2.604, 1.213, 2.499], [-1.753, 2.616, 1.914], [-3.608, 3.150, 1.668], [-3.456, -1.298, 0.047], [-2.295, -1.972, -0.703], [-2.218, -1.316, -1.933], [-3.316, -0.218, 0.015], [-3.498, -1.722, 1.050], [-4.409, -1.421, -0.469], [-2.437, -3.036, -0.895], [-1.318, -1.960, -0.219], [-1.746, -0.507, -1.723], [1.870, -1.506, -3.338], [1.174, -2.440, -2.358], [1.229, -1.757, -1.133], [1.385, -0.530, -3.328], [1.805, -1.835, -4.375], [2.927, -1.323, -3.141], [1.793, -3.337, -2.316], [0.181, -2.722, -2.709], [0.736, -0.951, -1.303]],
  "homo_lumo_gap_ev": 9.4389,
  "smiles": "CCO.CCO.CCO.CCO.CCO.CCO.CCO.CCO.CCO"
}


What are the E values for these records? In order: -2601.1540; -613.5694; -5060.8783; -343.9267; -486.0628; -210.0365; -9498.8816; -1069.9305; -684.6456; -1395.2570 Ha.
What are the strongest force on any atom values for these records? In order: 0.62; 3.78; 1.97; 4.93; 6.33; 9.55; 5.77; 5.69; 5.47; 2.56 eV/A.